Version i
The following is a quantum chemistry calculation of a molecular structure, C2H3N4O, from OMol25.

```
10
Properties=species:S:1:pos:R:3
C 1.589 0.797 0.323
C -1.767 -0.351 -0.223
N 2.088 -1.199 -0.098
N 1.051 -0.431 0.198
N 2.886 0.805 0.156
N 3.174 -0.512 -0.111
O -1.086 -1.417 0.122
H 1.153 1.715 0.785
H -1.086 0.563 -0.437
H 0.026 -1.182 0.154
```

Summary:
2S+1: 1
HOMO-LUMO gap, eV: 8.06
Net charge: -1
Highest occupied orbital energy, eV: -3.64

***

Version ii
The following is a quantum chemistry calculation of 2 unconnected molecules or ions with the total composition C2H3N4O, from OMol25.

```
10
Properties=species:S:1:pos:R:3
C 0.688 -1.233 0.199
C 1.163 -0.146 -0.418
N -2.469 -0.601 -0.038
N -1.755 0.244 0.237
N 0.456 -2.207 0.771
N -1.451 1.405 0.429
O -0.294 2.007 0.490
H 2.179 -0.070 -0.150
H 0.676 0.734 0.058
H 0.806 -0.133 -1.577
```

Summary:
2S+1: 1
HOMO-LUMO gap, eV: 6.59
Net charge: -1
Highest occupied orbital energy, eV: -2.45

***

So which one wins? Going from most stable to least: version i, version ii.

***

Version i
The following is a quantum chemistry calculation of C4H7N3S in the gas phase, from OMol25.

```
15
Properties=species:S:1:pos:R:3
C -0.464 -0.771 -0.200
C 1.056 1.216 -0.025
C 0.140 2.151 -0.115
C 1.947 -0.973 -0.138
H -2.533 -1.801 0.845
H -3.462 -0.488 0.224
H -0.328 -1.824 -0.058
H 2.152 1.417 0.023
H 0.652 3.186 0.286
H -0.953 2.081 -0.156
H 1.740 -2.031 -0.553
N -2.762 -1.129 -0.045
N -1.574 -0.169 -0.035
N 0.822 -0.231 -0.091
S 3.567 -0.635 0.037
```

Summary:
2S+1: 1
HOMO-LUMO gap, eV: 8.69
Net charge: 0
Highest occupied orbital energy, eV: -8.76

***

Version ii
The following is a quantum chemistry calculation of C4H7N3S in the gas phase, from OMol25.

```
15
Properties=species:S:1:pos:R:3
C -1.830 -0.236 0.005
C -0.388 0.437 -0.376
C 2.083 -0.130 -0.235
C 2.908 -1.102 0.202
H -2.574 1.719 0.505
H -3.721 0.098 0.838
H -1.220 2.096 -0.792
H 0.201 -1.263 0.099
H 2.365 0.891 -0.723
H 2.783 -1.936 1.198
H 3.999 -0.834 -0.063
N -2.820 0.666 0.547
N -0.297 1.721 -0.622
N 0.602 -0.300 -0.120
S -2.091 -1.826 -0.464
```

Summary:
2S+1: 1
HOMO-LUMO gap, eV: 8.52
Net charge: 0
Highest occupied orbital energy, eV: -8.72

***

So which one wins? Going from most stable to least: version ii, version i.

***

Version i
The following is a quantum chemistry calculation of C10H8O3 in the gas phase, from OMol25.

```
21
Properties=species:S:1:pos:R:3
C -1.992 0.696 0.002
C -1.021 -0.238 -0.084
C -1.683 -1.588 0.014
C -3.291 -0.007 0.000
C 0.460 -0.071 -0.014
C 1.367 -1.171 -0.061
C 2.743 -0.992 0.022
C 3.239 0.336 -0.011
C 2.380 1.399 0.028
C 0.995 1.177 0.041
H -2.841 2.462 0.049
H -1.465 -2.048 1.015
H -1.442 -2.244 -0.833
H 1.054 -2.182 -0.135
H 3.393 -1.865 0.054
H 4.340 0.476 -0.060
H 2.773 2.435 0.037
H 0.380 2.042 -0.035
O -1.920 2.056 -0.049
O -3.116 -1.296 0.015
O -4.350 0.622 0.005
```

Summary:
2S+1: 1
HOMO-LUMO gap, eV: 8.94
Net charge: 0
Highest occupied orbital energy, eV: -8.76

***

Version ii
The following is a quantum chemistry calculation of a molecular structure, C10H8O3, from OMol25.

```
21
Properties=species:S:1:pos:R:3
C -3.018 -1.474 0.555
C -2.050 -1.804 -0.424
C -3.258 -0.176 0.847
C -1.145 -0.864 -0.871
C -2.535 0.890 0.055
C -1.059 0.443 -0.237
C -3.690 1.452 -0.304
C 2.161 1.854 0.342
C 2.401 0.663 -0.613
C 0.271 0.777 -0.136
O -4.812 1.779 -0.452
O 0.768 2.003 0.167
O 1.253 -0.102 -0.412
H -3.366 -2.202 1.410
H -1.927 -2.800 -0.817
H -4.008 0.127 1.573
H -0.354 -0.886 -1.583
H 2.214 1.668 1.511
H 2.699 2.707 -0.124
H 2.315 1.092 -1.639
H 3.265 -0.077 -0.307
```

Summary:
2S+1: 1
HOMO-LUMO gap, eV: 7.73
Net charge: 0
Highest occupied orbital energy, eV: -7.35

***

So which one wins? Going from most stable to least: version i, version ii.

***

Version i
The following is a quantum chemistry calculation of C10H17N3 in the gas phase, from OMol25.

```
30
Properties=species:S:1:pos:R:3
C 3.022 0.849 1.229
C 1.303 -0.240 0.075
C 3.046 0.344 -0.992
C 1.925 -1.642 0.102
C 0.700 -2.612 -0.067
C -0.391 -1.686 -0.688
C -0.977 1.681 1.046
C -0.714 1.431 -1.545
C -2.615 0.294 -0.181
C -1.135 0.781 -0.170
N 1.834 0.439 1.227
N 3.705 0.878 0.022
N -0.189 -0.505 0.044
H 3.520 1.076 2.172
H 2.638 -1.864 -0.762
H 2.587 -1.736 1.008
H 0.889 -3.600 -0.631
H 0.299 -2.730 1.008
H -0.203 -1.422 -1.688
H -1.354 -2.170 -0.631
H -1.641 1.351 2.005
H 0.111 1.649 1.323
H -1.328 2.731 0.839
H -1.108 0.960 -2.423
H 0.364 1.618 -1.384
H -1.172 2.508 -1.666
H -2.594 -0.586 -0.854
H -3.012 -0.083 0.762
H -3.251 1.118 -0.517
H 4.724 1.060 0.045
```

Summary:
2S+1: 1
HOMO-LUMO gap (spin up / spin down), eV: 7.93 / 7.93
Net charge: 0
Highest occupied orbital energy (spin up / spin down), eV: -7.30 / -7.30

***

Version ii
The following is a quantum chemistry calculation of a molecular structure, C10H17N3, from OMol25.

```
30
Properties=species:S:1:pos:R:3
C 3.034 0.842 0.079
C 2.344 1.928 -0.438
C 2.083 -0.061 0.521
C 1.996 -1.486 0.910
C 1.412 -2.160 -0.356
C 0.015 -1.592 -0.747
C -2.668 -0.525 0.501
C -1.451 1.671 1.135
C -1.818 0.786 -1.310
C -1.540 0.410 0.179
N 1.003 1.718 -0.291
N 0.866 0.495 0.166
N -0.245 -0.216 0.465
H 4.063 0.872 0.113
H 2.808 2.840 -0.856
H 3.028 -1.760 1.086
H 1.235 -1.412 1.809
H 2.224 -2.080 -1.033
H 1.418 -3.140 -0.023
H 0.284 -1.129 -1.709
H -0.948 -2.096 -0.646
H -2.729 -1.245 -0.302
H -2.539 -0.885 1.439
H -3.650 -0.106 0.271
H -1.666 1.211 2.033
H -2.312 2.317 0.968
H -0.540 2.082 0.963
H -1.201 1.628 -1.835
H -1.692 -0.057 -1.838
H -2.811 1.150 -1.253
```

Summary:
2S+1: 1
HOMO-LUMO gap, eV: 8.98
Net charge: 0
Highest occupied orbital energy, eV: -8.08

***

So which one wins? Going from most stable to least: version ii, version i.

***

Version i
The following is a quantum chemistry calculation of a gas-phase ion, C3H9NO (charge +1), from OMol25.

```
14
Properties=species:S:1:pos:R:3
C 1.739 1.394 -0.788
N 1.043 0.425 0.070
C 0.072 -0.488 -0.450
C -0.876 -1.114 0.543
O -2.008 -0.268 0.723
H 1.160 2.325 -0.848
H 1.869 0.949 -1.772
H 2.668 1.589 -0.275
H 0.613 0.899 0.871
H -0.439 -0.218 -1.393
H 0.784 -1.254 -0.845
H -1.089 -2.139 0.240
H -0.417 -1.144 1.535
H -2.531 -0.352 -0.060
```

Summary:
2S+1: 2
HOMO-LUMO gap (spin up / spin down), eV: 12.16 / 7.02
Net charge: +1
Highest occupied orbital energy (spin up / spin down), eV: -15.35 / -15.34

***

Version ii
The following is a quantum chemistry calculation of 2 unconnected molecules or ions with the total composition C3H9NO, from OMol25.

```
14
Properties=species:S:1:pos:R:3
C -1.475 -2.115 -0.792
N -0.287 -2.224 -1.054
H -1.806 -2.073 0.239
H -2.261 -2.090 -1.585
H -0.045 -2.653 -1.946
H 0.348 0.127 -0.870
C 0.472 0.879 0.926
O -0.008 0.915 -0.420
C 1.163 2.199 1.248
H -0.378 0.706 1.589
H 1.134 0.012 1.055
H 0.435 3.030 1.171
H 1.554 2.120 2.278
H 2.007 2.341 0.556
```

Summary:
2S+1: 2
HOMO-LUMO gap (spin up / spin down), eV: 7.24 / 3.38
Net charge: +1
Highest occupied orbital energy (spin up / spin down), eV: -13.77 / -13.77

***

So which one wins? Going from most stable to least: version i, version ii.

***

Version i
The following is a quantum chemistry calculation of 2 unconnected molecules or ions with the total composition C5H11FN, from OMol25.

```
18
Properties=species:S:1:pos:R:3
C -1.019 -1.035 -2.464
C -1.203 -0.856 -1.189
C 1.720 -0.424 0.324
C 0.418 1.792 0.343
C 0.321 0.332 0.579
N -0.655 -0.142 1.596
F -2.304 -0.987 -0.438
H -1.823 -1.578 -2.976
H -0.118 -0.993 -3.104
H 1.537 -1.574 -0.035
H 2.337 -0.485 1.240
H 2.206 0.094 -0.446
H 0.276 2.315 1.338
H -0.404 2.279 -0.239
H 1.374 2.034 -0.186
H -0.365 0.362 2.559
H -0.656 -1.146 1.784
H -1.643 0.009 1.315
```

Summary:
2S+1: 1
HOMO-LUMO gap (spin up / spin down), eV: 8.66 / 8.93
Net charge: +1
Highest occupied orbital energy (spin up / spin down), eV: -13.04 / -13.34

***

Version ii
The following is a quantum chemistry calculation of 2 unconnected molecules or ions with the total composition C5H11FN, from OMol25.

```
18
Properties=species:S:1:pos:R:3
C -3.220 0.891 0.633
C -2.448 -0.009 0.119
C 0.660 -0.775 -1.327
C 0.897 1.143 0.469
C 0.488 -0.210 0.025
N 0.767 -1.203 1.040
F -2.559 -1.200 -0.521
H -4.045 0.783 1.256
H -2.792 1.902 0.698
H 1.449 -1.681 -1.246
H 1.068 -0.161 -2.164
H -0.135 -1.324 -1.731
H 1.924 1.232 0.477
H 0.456 1.280 1.487
H 0.485 1.969 -0.161
H 1.846 -1.267 0.983
H 0.531 -2.171 0.881
H 0.418 -0.856 1.881
```

Summary:
2S+1: 1
HOMO-LUMO gap (spin up / spin down), eV: 9.14 / 8.11
Net charge: +1
Highest occupied orbital energy (spin up / spin down), eV: -12.94 / -12.63

***

So which one wins? Going from most stable to least: version i, version ii.